# 1
This record from OMol25 describes the molecule C4H10O. The level of theory is wB97M-V/def2-TZVPD.

Last columns: bonded neighbours and bond lengths (Å).
CARTESIAN COORDINATES (ANGSTROEM)
1 C -0.514 1.360 -0.684  O2 1.436, H6 1.095, H7 1.093, H8 1.096
2 O 0.391 0.348 -0.214  C1 1.436, C3 1.686, C4 1.441
3 C -0.311 -1.076 0.353  O2 1.686, C5 1.501, H9 1.108
4 C 1.310 -0.187 -1.187  O2 1.441, H10 1.089, H11 1.092, H12 1.094
5 C -0.480 -0.810 1.820  C3 1.501, H13 1.098, H14 1.107, H15 1.098
6 H 0.003 2.322 -0.771  C1 1.095
7 H -1.306 1.444 0.065  C1 1.093
8 H -0.944 1.071 -1.649  C1 1.096
9 H -1.282 -0.932 -0.160  C3 1.108
10 H 2.066 -0.724 -0.616  C4 1.089
11 H 1.737 0.640 -1.758  C4 1.092
12 H 0.794 -0.911 -1.824  C4 1.094
13 H -1.005 -1.704 2.182  C5 1.098
14 H -1.071 0.068 2.143  C5 1.107
15 H 0.484 -0.780 2.344  C5 1.098

Calculated values
gap between HOMO and LUMO	7.8	eV
total energy	-233.4699	Ha
HOMO level	-6.90	eV
energy relative to the best compared isomer or geometry (same formula, charge and spin)	109.8	kcal/mol

# 2
This record from OMol25 describes a cluster of 2 separate species, C4H10O in total. The level of theory is wB97M-V/def2-TZVPD.

Last columns: bonded neighbours and bond lengths (Å).
CARTESIAN COORDINATES (ANGSTROEM)
1 C -0.549 -1.308 -1.910  C2 1.531, H5 1.093, H6 1.095, H7 1.092
2 C -0.208 -0.231 -0.877  C1 1.531, C3 1.508, H8 1.096, H9 1.095
3 C -0.392 -0.844 0.489  C2 1.508, O4 1.208, H10 1.111
4 O -1.462 -0.924 1.045  C3 1.208
5 H -1.582 -1.637 -1.768  C1 1.093
6 H 0.103 -2.181 -1.798  C1 1.095
7 H -0.439 -0.930 -2.928  C1 1.092
8 H 0.823 0.120 -1.002  C2 1.096
9 H -0.884 0.624 -0.977  C2 1.095
10 H 0.519 -1.279 0.954  C3 1.111
11 C 0.813 1.719 1.753  H12 1.093, H13 1.092, H14 1.090, H15 1.090
12 H 1.572 1.072 1.305  C11 1.093
13 H 0.600 2.549 1.077  C11 1.092
14 H 1.187 2.098 2.705  C11 1.090
15 H -0.102 1.154 1.932  C11 1.090

Calculated values
gap between HOMO and LUMO	10.7	eV
total energy	-233.6208	Ha
HOMO level	-9.82	eV
energy relative to the best compared isomer or geometry (same formula, charge and spin)	15.2	kcal/mol
SMILES	CCC=O.C

- total energy of number 2 (C4H10O)?
  -233.6208 Ha